116
Properties=species:S:1:pos:R:3:lowdin_charge:R:1 method="wB97M-V/def2-TZVPD" largest_force_ev_per_a=0.5 de_lowest_kcal_mol=7.7 total_charge=+1 e_homo_ev=-10.48 lumo_ev=-2.69 gap_ev=7.789 energy_ha=-8518.096550
Bi -0.0184 1.2099 -1.2888 1.887
Br -2.7751 -0.0702 2.3389 0.637
Br -4.4259 1.1815 -0.1262 0.625
S 4.5038 1.6118 0.4676 0.620
P -0.3372 -3.4559 0.9992 1.103
F 2.1987 3.0094 4.2990 0.071
F -1.8619 2.6456 0.7840 -0.016
F -0.8270 5.7093 -2.6405 0.108
F -2.5959 7.2390 1.4419 0.136
F -1.6774 7.7339 -1.0742 0.139
F -2.6926 4.6584 2.3403 0.126
O -0.9014 3.1440 -1.7984 -0.333
N 5.2737 2.4034 2.8721 0.118
N 1.5441 2.0978 -2.8564 -0.379
N 1.6054 -0.7140 -1.9918 -0.382
N 4.8385 0.1707 2.6742 -0.049
C 2.0326 -3.8862 5.0598 -0.182
C 2.7781 1.2680 -2.8459 -0.180
C -4.2352 -5.1425 1.2331 -0.191
C -4.3208 -2.9943 -0.0883 -0.190
C 1.3473 1.3524 2.8805 0.001
C 2.3323 -6.5819 0.2341 -0.181
C 2.5104 -0.2061 -3.0370 -0.184
C 0.8335 2.0431 -4.1558 -0.072
C -1.3192 4.1121 -0.9819 -0.289
C -1.2952 5.4414 -1.4122 -0.138
C -0.2993 -5.5366 -0.8345 -0.206
C -0.0528 -4.4933 3.7377 -0.184
C 1.3174 3.2259 0.8126 -0.138
C -1.7224 6.4858 -0.6164 -0.137
C -2.7780 -4.9228 1.6772 -0.190
C -2.1938 6.2375 0.6630 -0.140
C 1.7366 3.6069 2.0777 0.005
C 5.2697 -0.1184 4.0297 -0.073
C 1.9578 3.4997 -2.6049 -0.052
C 0.0725 -3.2563 2.8078 -0.431
C 1.3037 -4.9748 4.2543 -0.189
C -2.2339 4.9348 1.1168 -0.136
C 0.6135 -6.5093 -1.6028 -0.193
C 0.7072 -1.7491 -2.5305 -0.115
C 1.8272 -5.1432 0.4288 -0.217
C 1.7612 2.6548 3.0789 -0.277
C -1.8060 3.9039 0.3026 -0.172
C 0.2991 -5.1256 0.5310 -0.456
C -4.2380 1.0614 1.7862 -1.021
C 1.7313 -2.4785 4.5128 -0.194
C -2.1824 -3.6475 1.0540 -0.463
C 4.8969 1.3785 2.0897 -0.914
C 2.3642 -1.2505 -0.8460 -0.096
C 1.4250 -2.5496 3.0172 -0.232
C -4.9585 -3.8107 1.0539 -0.192
C -2.8468 -3.3726 -0.3042 -0.225
C 0.9147 0.9919 1.6154 -0.166
C 0.9262 1.9121 0.5734 -0.396
C 1.3672 -7.4125 -0.6314 -0.194
H 2.5706 -1.8062 4.7110 0.092
H 3.4673 -0.7351 -3.0049 0.138
H 1.7460 -3.9434 6.1111 0.109
H -4.2612 -5.6869 0.2845 0.114
H 2.4515 -7.0600 1.2093 0.107
H -0.0034 -5.8538 1.2887 0.101
H 4.5951 0.3182 4.7700 0.086
H 3.1083 -4.0729 5.0184 0.106
H 3.0121 -2.0735 -1.1727 0.099
H 1.4935 2.3878 -4.9559 0.111
H -0.0370 2.6941 -4.0985 0.091
H 2.6212 3.8174 -3.4133 0.111
H 1.9213 -5.2907 3.4100 0.094
H 2.1239 -4.5187 -0.4209 0.101
H 6.2834 0.2471 4.2070 0.092
H 0.0235 -1.3147 -3.2630 0.076
H -4.9107 -3.2489 1.9921 0.109
H -4.3781 -1.9294 0.1457 0.057
H 5.2760 -1.1955 4.1696 0.087
H -2.7449 -4.8390 2.7654 0.108
H -0.5585 -5.3152 3.2347 0.081
H -4.7485 -5.7679 1.9646 0.112
H 1.0842 4.1427 -2.5817 0.077
H 0.5567 -0.0224 1.4549 0.064
H -0.6878 -2.5261 3.1132 0.086
H 1.2781 -2.5495 -3.0136 0.103
H 1.3364 -5.9529 -2.2074 0.108
H 2.2346 -3.0835 2.5115 0.095
H -2.7714 -4.2592 -0.9381 0.098
H 5.4184 2.3076 3.8616 0.096
H 0.6408 -7.9256 0.0051 0.114
H -6.0151 -3.9820 0.8463 0.109
H 1.3582 0.6458 3.7015 0.120
H -1.2745 -6.0027 -0.6766 0.105
H 3.3225 -6.5565 -0.2262 0.110
H -4.0516 2.0553 2.1692 -0.010
H -0.4727 -4.6447 -1.4460 0.088
H 1.9146 -8.1872 -1.1685 0.109
H 0.8608 -2.0542 5.0233 0.116
H -2.3315 -2.5621 -0.8287 0.089
H 0.0173 -7.1020 -2.2977 0.111
H 2.5049 3.5494 -1.6662 0.082
H -0.6777 -4.2303 4.5963 0.121
H 0.5053 1.0286 -4.3767 0.078
H 3.2644 1.4322 -1.8831 0.052
H 2.0396 4.6241 2.2882 0.130
H 2.2971 -4.7084 1.3104 0.076
H -5.1490 0.6340 2.1811 0.002
H 1.1581 -5.8610 4.8739 0.114
H -2.1906 -5.8044 1.4086 0.095
H -4.8790 -3.1416 -1.0156 0.112
H 5.2925 3.3226 2.4684 0.099
H 2.9764 -0.4660 -0.4003 0.018
H 4.5863 -0.5871 2.0645 0.114
H 1.3900 -1.5497 2.5803 0.065
H 0.1277 -2.1827 -1.7149 0.040
H 3.4518 1.6270 -3.6305 0.143
H 1.2793 3.9781 0.0364 0.096
H -2.4439 -2.7922 1.6854 0.033
H 2.0717 -0.4012 -4.0156 0.117
H 1.6648 -1.6412 -0.1051 0.033

117
Properties=species:S:1:pos:R:3:lowdin_charge:R:1 method="wB97M-V/def2-TZVPD" largest_force_ev_per_a=3.3 total_charge=+1 e_homo_ev="-8.93 / -8.93" lumo_ev="-5.51 / -5.51" gap_ev="3.422 / 3.426" energy_ha=-3966.549804
Au 1.0430 0.2366 -0.3990 1.061
Cl -4.0161 2.3715 -1.5445 0.758
Cl -5.2701 -1.2160 -5.3893 0.773
P 2.7415 -0.9609 -1.6200 1.097
P -0.4336 0.3739 3.0352 0.603
O -0.0473 0.3465 1.5975 -0.343
O -1.3956 0.0246 -1.7399 -0.020
O -0.2369 -1.6652 -0.9196 -0.082
O 0.4540 2.8069 -1.6946 -0.019
O 3.5794 0.7581 2.0023 -0.035
N 2.8880 1.3810 1.0047 -0.037
N 0.2659 1.6633 3.7980 -0.184
N -3.8805 -0.2523 -2.8874 0.068
N 1.2524 2.4416 -0.8135 -0.183
N 0.0506 -0.9176 3.9725 -0.184
N -2.0976 0.2998 3.2987 -0.187
C 4.8584 -0.6808 -3.5518 -0.092
C 4.0545 3.5582 1.3428 0.007
C -5.5372 -1.9570 -2.4960 -0.071
C 1.5805 -2.7026 4.2275 -0.164
C 3.0144 -3.5302 -2.9841 -0.076
C -3.1667 -2.4985 -2.4006 -0.166
C -4.8497 1.9622 -2.9963 -0.577
C 2.8540 -2.5325 0.6423 -0.109
C 5.0879 -2.2945 -0.5161 -0.079
C -6.2016 1.2991 -5.3171 -0.105
C -6.2980 2.5793 -4.7992 -0.081
C 0.3097 1.8731 5.2445 -0.183
C 3.7433 -1.6366 -0.2146 -0.525
C -3.3391 1.9232 2.1476 -0.169
C -2.8349 1.5286 3.5328 -0.197
C -5.4318 0.3477 -4.6718 -0.574
C 0.4096 2.9357 3.0961 -0.198
C 2.2194 3.1588 -0.3321 -0.290
C -5.8428 -3.2637 -2.2035 -0.082
C -1.0935 -1.1648 -1.6718 -0.668
C -0.7135 -2.1592 4.0106 -0.199
C 0.2086 -3.1280 4.7425 -0.157
C 1.1590 3.7974 4.1002 -0.165
C 1.4313 -1.7880 -3.8943 -0.099
C 2.0777 -2.3742 -2.6391 -0.493
C 3.9665 0.0790 -2.5760 -0.497
C -4.8263 -4.1881 -1.9673 -0.093
C 0.4924 3.3844 5.4095 -0.156
C 3.0641 2.6139 0.7096 -0.298
C 1.4628 -1.1810 4.2166 -0.199
C -4.1970 -1.5488 -2.6079 -0.253
C -3.7123 0.5728 1.5297 -0.161
C 2.3814 4.5460 -0.8875 0.003
C -3.5053 -3.7987 -2.0486 -0.046
C 3.2607 1.2157 -3.3073 -0.104
C -5.6277 2.9126 -3.6346 -0.106
C -1.7505 -2.1612 -2.6807 -0.049
C -2.8688 -0.4516 2.3105 -0.197
C -4.7278 0.6553 -3.4945 -0.291
H -0.0221 -4.1691 4.5300 0.115
H 2.3953 4.4842 -1.9757 0.094
H -0.5612 3.3953 2.8705 0.117
H 4.7184 3.9523 0.5746 0.096
H 4.5808 0.5057 -1.7698 0.111
H -5.7069 3.9012 -3.2119 0.103
H -4.7743 0.3711 1.6603 0.114
H 3.2784 5.0452 -0.5466 0.071
H -6.7140 1.0364 -6.2292 0.105
H 0.1398 -2.9722 5.8188 0.117
H 2.2165 3.5358 4.1193 0.107
H -6.9044 3.3131 -5.3054 0.107
H -3.6758 1.3082 4.2014 0.130
H 3.8848 -3.2072 -3.5479 0.068
H 2.6266 -3.4690 0.1376 0.085
H 1.7272 -0.7869 5.2058 0.109
H -1.6698 -1.6865 -3.6617 0.133
H 1.2921 -2.7665 -1.9793 0.086
H 0.8473 -0.9018 -3.6464 0.073
H 3.3402 -4.0556 -2.0893 0.064
H 2.5331 1.7012 -2.6680 0.030
H 5.5231 -2.6089 0.4320 0.092
H 0.9364 2.7877 2.1554 0.083
H 3.5292 4.3981 1.7963 0.100
H -0.5931 1.5076 5.7326 0.117
H -2.9654 0.0902 -2.5471 0.087
H 4.1772 1.3689 2.4725 0.096
H -1.6612 -1.9982 4.5239 0.115
H 1.0836 3.6400 6.2850 0.115
H -2.1999 2.2813 3.9944 0.095
H 5.3337 -1.5444 -3.0989 0.056
H 3.9495 -0.7267 0.3601 0.069
H 5.7763 -1.5915 -0.9788 0.071
H -2.1936 -1.0055 1.6568 0.097
H 2.7394 0.8483 -4.1853 0.080
H 4.2811 -1.0052 -4.4127 0.073
H 2.1892 -1.5111 -4.6228 0.071
H 3.3652 -2.7570 1.5769 0.084
H 3.9862 1.9575 -3.6327 0.092
H -0.9255 -2.5365 3.0026 0.117
H 0.7759 -2.5182 -4.3659 0.091
H -1.1501 -3.0687 -2.6585 0.109
H -2.7152 -4.5179 -1.8791 0.110
H 2.0872 -0.6960 3.4616 0.093
H 1.5071 5.1386 -0.6226 0.101
H -0.4757 3.8779 5.4978 0.115
H 2.4636 -4.2412 -3.6017 0.096
H 4.9951 -3.1730 -1.1475 0.066
H -4.1750 2.6185 2.1805 0.113
H -2.5183 2.3667 1.5807 0.100
H -3.4799 0.5423 0.4687 0.059
H -5.0739 -5.2131 -1.7473 0.097
H 4.6766 3.0908 2.1050 0.075
H 2.3967 -3.0458 4.8578 0.115
H 1.9153 -2.0277 0.8720 0.047
H 1.1614 1.3339 5.6692 0.105
H -6.8731 -3.5778 -2.1480 0.105
H 1.0594 4.8610 3.9013 0.116
H 5.6393 -0.0124 -3.9093 0.095
H -3.5121 -1.1645 2.8362 0.119
H -6.3193 -1.2243 -2.6334 0.112
H 1.7229 -3.0735 3.2139 0.090

114
Properties=species:S:1:pos:R:3:mulliken_spin:R:1 method="wB97M-V/def2-TZVPD" largest_force_ev_per_a=1.2 de_lowest_kcal_mol=35.5 total_charge=+1 e_homo_ev="-10.03 / -10.57" lumo_ev="-3.33 / -3.37" s_squared=2.0352 gap_ev="6.699 / 7.205" energy_ha=-5484.450072 spin_multiplicity=3
Mo 0.1187 -0.3448 -1.2306 1.987
As -2.3462 -0.0810 -0.5252 0.009
S 0.7572 2.7242 -1.1091 -0.053
Si -3.5137 1.1393 1.2164 -0.002
Si -3.3613 1.0601 -2.4237 0.010
Si -2.9741 -2.3352 0.0558 0.010
O -0.2804 0.3606 2.4945 0.034
O 1.4160 2.7196 -2.3902 0.002
O -0.6783 2.8339 -1.0882 -0.017
N 1.3809 -1.1995 0.3564 -0.142
N -0.0267 -1.4034 -2.6214 -0.032
N 1.0782 1.3332 -0.3089 -0.001
C 2.9435 7.2684 2.2070 0.000
C -2.2150 -2.5945 -4.2716 -0.023
C -1.9550 -3.6155 -0.8602 0.017
C 1.5371 1.5709 3.5886 0.000
C 4.8354 -0.0839 1.0666 0.004
C -2.4950 -4.1033 -4.2264 0.000
C -4.9350 0.1925 -2.9513 0.002
C 2.7250 -0.0500 -3.1006 -0.122
C 0.0523 1.2727 3.5433 0.000
C -5.2911 1.0504 0.6187 0.000
C 1.4598 5.2550 1.9052 -0.001
C 2.3934 6.1444 1.3768 0.001
C 2.3733 0.9599 0.0976 -0.039
C -3.2451 -1.9435 -5.1982 -0.001
C 0.2557 -1.8812 -3.9275 0.062
C 2.3357 4.9221 -0.7121 0.001
C 2.5532 -3.0187 1.3566 -0.005
C -3.7645 2.8310 -1.9979 0.006
C 3.6909 -2.2615 1.4453 0.010
C 4.7250 1.2079 0.6476 -0.001
C 1.5826 -1.8718 -4.4215 -0.036
C 1.4122 -2.4539 0.7697 0.093
C -2.8798 2.8918 1.3589 -0.002
C 2.4858 -0.4088 0.5058 0.091
C 3.1109 -2.4774 -2.5083 0.004
C 1.4134 4.0469 -0.1579 0.011
C 2.8147 5.9668 0.0602 0.000
C -4.7840 -2.7116 -0.2120 -0.002
C -0.7886 -2.3722 -4.7357 -0.008
C -0.4910 -2.7742 -6.0367 0.006
C -2.5208 -2.5029 1.8703 -0.007
C 0.9619 4.2116 1.1442 -0.004
C -2.0614 1.1350 -3.7583 0.072
C 2.8039 -1.4717 -3.6180 -0.006
C -3.5631 0.3747 2.9218 0.001
C 0.7898 -2.7271 -6.5409 -0.008
C 3.6965 -0.9193 1.0043 -0.013
C 3.5040 1.7371 0.1710 -0.004
C 1.8153 -2.2886 -5.7236 0.007
H 2.4719 0.6796 -3.8670 -0.003
H -0.5255 2.1757 3.3367 0.000
H -2.6229 3.0922 2.4014 0.000
H -5.5900 0.0264 0.3895 -0.001
H -2.5680 -4.1068 -1.6121 0.002
H 5.5878 1.8600 0.6816 0.000
H 2.8305 -2.2680 -6.1002 0.000
H -1.6992 -1.8478 2.1648 0.008
H 1.9236 0.0000 -2.3539 0.089
H 3.9999 -2.1749 -1.9501 0.000
H -4.3104 -0.4158 2.9822 0.000
H 4.5997 -2.6876 1.8528 -0.001
H -3.3587 -2.2911 2.5324 0.000
H 2.6631 4.7801 -1.7336 0.001
H -5.4276 -2.2303 0.5240 0.000
H -2.4871 1.6766 -4.6091 0.003
H -3.0741 -0.8770 -5.3374 0.001
H 5.7688 -0.4799 1.4429 0.001
H 3.2883 -3.4699 -2.9230 0.000
H -3.4540 -4.3107 -3.7466 0.000
H -0.2920 0.8807 4.5065 0.000
H -5.5150 1.6616 -0.2521 0.000
H 3.4852 2.7685 -0.1374 -0.001
H 0.5157 -3.0412 0.6152 -0.014
H -1.7132 -4.6515 -3.7025 0.000
H 3.9489 7.0279 2.5582 0.000
H 3.6397 0.2569 -2.5917 0.002
H -2.0111 3.0957 0.7393 0.003
H -3.6691 3.5891 1.0714 0.000
H -5.1382 -2.4404 -1.2062 0.000
H 0.9923 -3.0445 -7.5549 0.000
H -5.7993 0.7175 -2.5402 0.000
H 2.3220 7.4583 3.0802 0.000
H -1.7165 0.1661 -4.1070 -0.010
H -5.0180 0.2178 -4.0383 0.001
H -4.0559 3.2751 -2.9567 0.001
H 1.8954 1.8841 2.6069 0.000
H -4.6011 2.9617 -1.3169 0.000
H 3.5258 6.6622 -0.3690 0.000
H -2.6163 0.0037 3.2980 0.000
H 2.1022 0.6877 3.8986 0.000
H -4.9997 -0.8485 -2.6398 -0.001
H 0.2239 3.5295 1.5491 0.001
H -5.9260 1.3964 1.4398 0.000
H -1.2880 -3.1525 -6.6618 -0.001
H -3.2301 -2.4113 -6.1824 0.000
H -4.9109 -3.7929 -0.1059 0.001
H 2.5239 -4.0449 1.6921 0.000
H -2.2175 -3.5375 2.0478 0.001
H -1.0665 -3.2454 -1.3689 0.001
H 0.3240 -0.3862 2.5552 0.004
H 1.1117 5.3912 2.9219 0.000
H -3.9016 1.1859 3.5748 0.000
H 2.2764 -2.5605 -1.8103 -0.001
H 3.0111 8.1878 1.6263 0.000
H -4.2492 -2.0829 -4.7970 0.000
H -1.1956 1.7074 -3.4158 -0.022
H -1.6629 -4.3806 -0.1365 0.003
H -2.5482 -4.5004 -5.2413 0.000
H -2.9057 3.3828 -1.6268 0.000
H 1.7550 2.3648 4.3043 0.000
H 3.6423 -1.5038 -4.3187 -0.001
H -2.3276 -2.1740 -3.2652 0.022

108
Properties=species:S:1:pos:R:3:mulliken_spin:R:1 method="wB97M-V/def2-TZVPD" largest_force_ev_per_a=2.0 total_charge=+2 e_homo_ev="-11.41 / -14.02" lumo_ev="-4.27 / -7.99" s_squared=6.0117 gap_ev="7.135 / 6.034" energy_ha=-3282.596063 spin_multiplicity=5
Ir -0.3797 0.1989 -0.7937 1.815
P 0.6454 0.0545 -2.9681 0.219
P -1.6964 2.2977 -0.1984 0.130
P -1.6517 -1.7928 -0.0496 0.311
P 2.7641 -0.3950 -0.1168 0.180
Si 0.2118 0.3759 1.5740 0.174
C 0.1165 3.7439 -1.6915 -0.017
C -0.5463 -3.2249 0.4067 0.031
C -0.0765 -3.9979 -0.8261 0.036
C -3.1584 -2.2842 -1.0288 0.072
C 2.2004 0.9791 -3.2203 0.041
C -0.8152 3.0095 1.2391 -0.005
C -0.3438 4.9006 2.6593 0.011
C -1.0936 -4.1593 1.4838 0.019
C -2.9754 -0.4735 4.1445 0.014
C -3.6465 -3.7251 -0.8978 0.008
C 0.0455 2.2132 2.0066 0.045
C -4.4454 1.8441 -0.7230 0.069
C -3.7879 -1.3298 3.4132 0.008
C 0.7080 2.7863 3.0909 0.011
C -3.4258 -1.6968 2.1268 -0.006
C 3.8668 -1.6682 3.6369 0.002
C 3.1608 2.2966 0.3869 0.033
C 2.7530 -1.3362 4.3973 0.005
C -1.4059 -0.3607 2.3011 0.137
C -1.3953 3.5467 -1.5418 -0.004
C -0.2657 0.5340 -4.4777 0.036
C 1.0988 -1.6648 -3.3897 0.088
C 3.6771 -1.8052 -0.9140 0.133
C -2.9297 -1.9189 -2.5017 0.076
C 3.8888 -1.4021 2.2766 0.020
C -1.0089 4.3482 1.5769 -0.006
C 3.8235 1.1278 -0.3410 0.149
C 1.6818 -0.4359 2.4283 0.061
C -3.4965 2.5452 0.2504 -0.014
C -3.8211 2.1155 1.6775 0.004
C 2.7995 -0.7748 1.6689 -0.021
C 5.2699 0.9393 0.1109 0.026
C 2.9435 -3.1238 -0.5881 0.011
C -2.2320 -1.2333 1.5756 -0.124
C -2.0214 3.0710 -2.8568 0.032
C 3.8677 -1.5968 -2.4147 -0.011
C 1.6616 -0.7319 3.7899 0.014
C 0.5180 4.1205 3.4184 -0.002
C -1.8116 0.0246 3.5791 0.008
H -1.8182 2.0095 -3.0180 0.019
H -3.8637 -2.0013 -3.0586 0.005
H 4.7217 -2.1414 4.1020 0.000
H 5.7990 0.1931 -0.4821 0.000
H 1.6861 -2.1305 -2.5989 -0.021
H -3.2591 -0.1772 5.1460 0.000
H 2.6787 0.6473 -4.1421 0.002
H 1.3749 2.1792 3.6945 0.002
H 2.9171 -1.6360 -2.9481 -0.006
H -2.2046 -2.5976 -2.9569 -0.001
H -1.2569 0.0813 -4.5071 -0.004
H -4.0716 -2.3611 1.5656 -0.001
H 0.3156 -2.6973 0.8381 0.024
H -0.8777 -4.6071 -1.2414 0.002
H 4.6680 -1.8040 -0.4565 0.018
H 0.7869 -0.5021 4.3845 0.002
H -1.6090 3.6330 -3.6960 -0.001
H 3.8184 1.3312 -1.4162 0.006
H 3.1747 2.1276 1.4644 -0.004
H 5.7934 1.8883 -0.0169 0.000
H 1.9570 -2.9447 -0.1527 0.033
H -4.8134 2.4869 1.9385 0.001
H 1.9785 2.0433 -3.3060 0.006
H 0.5517 4.2194 -0.8133 0.000
H 2.8090 -3.7217 -1.4898 0.003
H -4.7058 -1.7085 3.8431 0.000
H -4.6329 -3.7982 -1.3577 0.002
H 2.1231 2.4349 0.0729 0.006
H -3.7397 -4.0490 0.1372 -0.003
H -3.6241 3.6291 0.1680 0.014
H -5.4719 1.9791 -0.3805 0.001
H 5.3267 0.6702 1.1652 -0.001
H 1.6740 -1.6661 -4.3160 0.002
H 3.7061 3.2191 0.1840 0.000
H -2.5616 -0.8937 -2.6024 0.001
H -1.2181 0.7419 4.1358 0.002
H -3.1158 2.5081 2.4075 0.001
H -3.9255 -1.6135 -0.6281 0.001
H -1.9342 -4.7527 1.1261 0.000
H -3.0998 3.2120 -2.8735 0.004
H 2.7290 -1.5609 5.4554 0.000
H 0.3045 0.1856 -5.3391 0.005
H 0.2889 -3.3285 -1.6067 -0.011
H -1.6816 4.9706 0.9978 0.001
H 0.1889 -2.2443 -3.5484 -0.004
H 0.3281 4.3743 -2.5565 0.002
H -4.3848 2.2365 -1.7355 0.006
H -2.9921 -4.4197 -1.4218 0.002
H 0.7340 -4.6724 -0.5474 0.000
H -0.5000 5.9412 2.9114 0.000
H 1.0388 4.5530 4.2626 0.000
H -1.8522 4.4916 -1.2423 0.001
H -3.8433 1.0292 1.7554 0.000
H 4.5014 -2.3929 -2.8071 0.000
H -4.2436 0.7701 -0.7542 -0.017
H 3.5031 -3.7243 0.1273 0.001
H -1.3979 -3.6231 2.3801 0.001
H -0.2978 -4.8510 1.7650 -0.001
H 4.3599 -0.6488 -2.6410 0.000
H 4.7602 -1.6870 1.7035 0.000
H 0.6171 2.7796 -1.8352 0.068
H -0.3684 1.6164 -4.5334 0.000
H 2.8788 0.8331 -2.3845 0.008